Record 1
146
Properties=species:S:1:pos:R:3 method="wB97M-V/def2-TZVPD" spin_multiplicity=1 lumo_ev=0.174 e_homo_ev=-9.0 smiles=COC[C@H](C)N.COC[C@H](C)N.COC[C@H](C)N.COC[C@H](C)N.COC[C@H](C)N.COC[C@H](C)N.OCCO.OCCO.CO.CO.CO.CO e_tot_ev=-72309.233
C -6.7526 4.6395 -0.7378
O -6.2876 3.8297 0.3091
C -4.9528 3.4328 0.1304
C -4.4687 2.6306 1.3084
C -2.9590 2.4972 1.2426
N -5.1369 1.3049 1.3538
H -7.2414 4.0424 -1.5245
H -5.9474 5.2067 -1.2152
H -7.5184 5.3247 -0.3747
H -4.7526 2.9181 -0.8228
H -4.3310 4.3465 0.0796
H -4.7212 3.1674 2.2262
H -2.4758 3.4729 1.1235
H -2.6041 1.8851 0.4101
H -2.5427 2.0555 2.1486
H -4.4664 0.5935 1.6271
H -5.4291 1.0393 0.4180
C 2.8560 -3.6306 -4.2543
O 3.9853 -2.9954 -3.7327
C 3.6819 -2.2096 -2.6141
C 4.8853 -1.3659 -2.2152
C 4.6576 -0.6976 -0.8730
N 5.2606 -0.3783 -3.1973
H 2.4074 -4.3379 -3.5432
H 3.1413 -4.1721 -5.1566
H 2.0787 -2.9125 -4.5565
H 2.8382 -1.5189 -2.8019
H 3.3760 -2.8295 -1.7528
H 5.7065 -2.0811 -2.0698
H 4.3509 -1.4043 -0.1001
H 3.8787 0.0666 -0.9615
H 5.5822 -0.2296 -0.5416
H 5.4092 -0.8048 -4.1065
H 4.4616 0.2433 -3.3270
C 0.2055 -2.1427 -1.2965
O 0.5587 -0.8473 -0.8607
C 1.2334 -0.7571 0.3704
C 1.3943 0.7299 0.6213
C 2.2170 1.0143 1.8603
N 0.0770 1.4247 0.7530
H 1.0828 -2.7782 -1.4694
H -0.2336 -1.9920 -2.2829
H -0.4778 -2.6382 -0.6072
H 0.7385 -1.3247 1.1687
H 2.2525 -1.1771 0.3616
H 1.8475 1.1386 -0.2888
H 3.2701 0.7733 1.6851
H 1.8673 0.4568 2.7287
H 2.1898 2.0805 2.0918
H -0.5222 1.0651 0.0085
H -0.3375 0.9735 1.5713
C -3.2980 -0.3973 -6.8339
O -3.8079 -0.0238 -5.5814
C -2.8771 -0.2252 -4.5393
C -3.5755 0.0813 -3.2256
C -2.6449 -0.1099 -2.0454
N -4.7620 -0.7682 -3.0034
H -4.1086 -0.3704 -7.5614
H -2.8975 -1.4186 -6.8182
H -2.5186 0.3014 -7.1633
H -2.5363 -1.2701 -4.5341
H -2.0318 0.4669 -4.6581
H -3.9279 1.1175 -3.2398
H -2.3888 -1.1629 -1.8989
H -3.1287 0.2367 -1.1280
H -1.7121 0.4465 -2.1581
H -4.4170 -1.7219 -2.8730
H -5.3075 -0.7560 -3.8593
C -7.3410 -3.3825 0.6131
O -6.5433 -4.2645 -0.1516
C -5.8797 -3.6340 -1.2178
C -4.5969 -4.3796 -1.4955
C -3.5899 -4.1904 -0.3779
N -4.0227 -3.8690 -2.7461
H -7.9080 -4.0061 1.3045
H -8.0702 -2.8718 -0.0256
H -6.7441 -2.6624 1.1778
H -6.5119 -3.6432 -2.1196
H -5.6404 -2.5842 -1.0046
H -4.8014 -5.4519 -1.6074
H -4.0225 -4.4181 0.5928
H -3.1804 -3.1777 -0.4397
H -2.7375 -4.8651 -0.5212
H -3.0480 -4.1107 -2.8678
H -4.5284 -4.2338 -3.5444
C -1.9474 -1.7894 1.5407
O -1.4026 -0.8577 2.4468
C -1.3852 -1.2776 3.7905
C -0.4460 -0.3918 4.5844
C -0.2500 -0.8560 5.9996
N -0.8842 1.0173 4.5581
H -2.0697 -1.2314 0.6102
H -2.9522 -2.1151 1.8351
H -1.2982 -2.6567 1.3930
H -2.3932 -1.2601 4.2336
H -1.0467 -2.3259 3.8744
H 0.5255 -0.3610 4.0811
H -1.1824 -0.7450 6.5622
H 0.4873 -0.2655 6.5444
H 0.1019 -1.8878 6.0267
H -1.6780 1.1572 5.1787
H -1.2420 1.2442 3.6367
O 4.7798 5.0999 -2.8112
C 4.0647 4.4073 -1.7811
C 4.3653 2.9257 -1.7906
O 3.7963 2.2820 -2.9184
H 4.2647 5.0308 -3.6191
H 4.3302 4.8630 -0.8287
H 2.9878 4.5353 -1.9404
H 3.9240 2.4951 -0.8879
H 5.4499 2.7785 -1.7630
H 4.3434 2.4801 -3.6846
O 8.2699 0.0734 3.5008
C 7.6923 -1.0322 2.8268
C 6.1843 -1.0128 2.9354
O 5.6490 0.1577 2.3064
H 8.2320 -0.0994 4.4461
H 7.9564 -0.9863 1.7709
H 8.0632 -1.9915 3.2108
H 5.8809 -1.0006 3.9896
H 5.7393 -1.8814 2.4512
H 5.9451 0.9132 2.8245
C 3.1598 2.7020 5.0380
O 3.8398 3.1310 6.2147
H 3.3099 3.4057 4.2196
H 3.4961 1.6871 4.8317
H 2.0784 2.6243 5.2113
H 3.9193 4.0870 6.1924
C 0.4135 1.9251 -3.3118
O 0.5045 0.5065 -3.4294
H 1.0598 2.2924 -2.5186
H 0.6172 2.4049 -4.2695
H -0.6304 2.2036 -3.0962
H 0.8769 0.1880 -2.5991
C 1.6753 4.7281 0.9949
O 0.9496 4.0076 0.0209
H 1.0890 4.8904 1.9038
H 2.6258 4.2363 1.2405
H 1.9208 5.6944 0.5525
H 0.7068 3.1327 0.3778
C 2.6394 -2.2559 4.0582
O 3.6485 -3.0733 4.6287
H 1.6505 -2.7183 4.0589
H 2.6080 -1.3597 4.6828
H 2.9347 -1.8797 3.0719
H 3.8254 -3.8045 4.0308


Record 2
155
Properties=species:S:1:pos:R:3 method="wB97M-V/def2-TZVPD" spin_multiplicity=1 lumo_ev=2.190 e_homo_ev=-6.6 total_charge=-1 e_tot_ev=-148377.933
As -0.4184 -1.2860 0.4098
F 0.6838 -0.0320 -0.1101
F -1.5415 -0.9479 -0.9177
F -1.4946 -2.5858 0.9033
F 0.6404 -1.7309 1.7238
F -1.2656 -0.1989 1.4978
F 0.4016 -2.4167 -0.6341
O -2.5385 -0.1760 3.9089
H -2.4195 0.6683 4.3575
H -2.0979 -0.0524 3.0482
O 0.5758 -4.4765 1.8903
H 0.5805 -3.5061 1.7915
H 1.4161 -4.6805 2.3125
O -2.1679 -5.0001 -0.0425
H -1.4618 -5.2173 -0.6683
H -1.9118 -4.1331 0.3284
O -2.3534 -3.0221 4.2544
H -2.3674 -2.0991 3.9594
H -2.0056 -2.9811 5.1491
C 4.5902 6.6321 -0.0402
C 3.1732 6.0853 0.1275
C 3.1103 4.5390 0.0533
O 1.7345 4.2030 -0.0496
C 1.6041 2.8257 -0.3407
N 2.5428 6.6019 1.3533
H 5.2516 6.2441 0.7352
H 4.6003 7.7114 -0.1784
H 5.0187 6.2845 -0.9876
H 2.5758 6.3780 -0.7400
H 3.5647 4.0651 0.9295
H 3.6516 4.2519 -0.8547
H 0.5614 2.5307 -0.4347
H 2.1567 2.1694 0.3338
H 1.9733 2.6354 -1.3585
H 2.9930 6.1182 2.1268
H 1.6092 6.2040 1.2712
C 1.4252 -5.3783 -1.4648
C 0.3184 -5.0752 -2.4895
C 0.9261 -4.9419 -3.8824
O -0.0641 -4.5880 -4.8250
C 0.3982 -4.5863 -6.1454
N -0.6955 -6.1543 -2.3876
H 1.9648 -4.4641 -1.2168
H 2.0202 -6.2099 -1.8554
H 1.0449 -5.7323 -0.5056
H -0.1697 -4.1334 -2.2334
H 1.4059 -5.8976 -4.1400
H 1.7346 -4.2004 -3.8859
H 1.2975 -3.9635 -6.2533
H -0.3133 -4.0741 -6.7941
H 0.6058 -5.5835 -6.5437
H -0.1681 -6.9978 -2.6198
H -1.2500 -6.0017 -3.2332
C -5.1103 -2.5032 -0.1472
C -4.8232 -1.8410 1.1909
C -5.0963 -0.3327 1.2565
O -6.3962 -0.0195 0.7708
C -6.5000 1.3371 0.3935
N -5.4892 -2.5869 2.2811
H -4.3473 -2.2590 -0.8886
H -6.1149 -2.2829 -0.5104
H -5.0163 -3.5835 -0.0322
H -3.7510 -1.8907 1.4006
H -4.2806 0.2236 0.7743
H -5.0830 0.0479 2.2891
H -6.6752 1.9286 1.2997
H -7.3579 1.4861 -0.2633
H -5.6330 1.7336 -0.1414
H -5.2431 -2.1776 3.1754
H -6.4697 -2.3769 2.0937
C 4.8335 0.2422 0.9659
C 4.3773 -0.9162 0.0943
C 3.8443 -2.1327 0.8613
O 4.7861 -2.8028 1.6684
C 5.7440 -3.5069 0.9212
N 3.4103 -0.3884 -0.8788
H 5.0311 1.1459 0.3955
H 5.7238 -0.0614 1.5175
H 4.0156 0.4054 1.6745
H 5.1465 -1.2995 -0.5884
H 3.3249 -2.7829 0.1430
H 2.9912 -1.7777 1.4490
H 6.5031 -3.9009 1.6031
H 6.3280 -2.8702 0.2507
H 5.2546 -4.3582 0.4364
H 2.5753 -0.1361 -0.3388
H 3.0029 -1.0892 -1.4962
C -6.0418 1.6897 -5.0805
C -4.5573 1.7831 -4.7846
C -4.3114 1.8628 -3.2800
O -2.9378 1.9879 -2.9262
C -2.8165 2.0621 -1.5169
N -3.8459 0.6477 -5.3814
H -6.2748 1.7486 -6.1431
H -6.6012 2.4844 -4.5844
H -6.3816 0.7041 -4.7518
H -4.1165 2.6459 -5.2956
H -4.6803 0.9249 -2.8369
H -4.8582 2.6930 -2.8132
H -3.1764 1.1557 -1.0241
H -3.4114 2.8729 -1.0767
H -1.7968 2.3017 -1.2238
H -4.0012 -0.1756 -4.7932
H -2.8613 0.7397 -5.1528
C 0.5830 1.0391 -3.7065
C -0.3519 0.0515 -4.4187
C 0.3349 -1.1734 -4.9781
O 1.6143 -0.9148 -5.5602
C 2.7708 -1.1821 -4.7923
N -1.4303 -0.3813 -3.5121
H 1.3174 1.3660 -4.4509
H 1.0598 0.6557 -2.8028
H 0.0473 1.9510 -3.4329
H -0.7640 0.6012 -5.2721
H -0.1705 -1.6963 -5.7927
H 0.4443 -1.9589 -4.2164
H 3.5599 -1.1773 -5.5391
H 2.7085 -2.1528 -4.2771
H 2.8034 -0.4737 -3.9560
H -1.8728 0.4736 -3.1430
H -0.9839 -0.7131 -2.6620
C -1.6162 3.0894 1.6625
C -1.1340 3.7896 2.9377
C -1.0252 5.3304 2.8043
O -0.4798 5.7325 4.0415
C -0.2870 7.1261 4.2282
N -2.0713 3.4323 4.0241
H -0.8823 3.2410 0.8709
H -2.6068 3.3812 1.3156
H -1.5579 2.0216 1.8781
H -0.1116 3.4654 3.1360
H -1.9876 5.7820 2.5371
H -0.3513 5.5082 1.9583
H 0.5963 7.3086 4.8349
H -1.2213 7.4614 4.6940
H -0.1767 7.6738 3.2880
H -2.9940 3.6951 3.6772
H -1.9139 4.1680 4.7149
C 3.8956 -2.5081 5.8064
C 3.8904 -1.4426 4.7025
C 3.3669 -0.0836 5.1407
O 2.0226 -0.2506 5.5978
C 1.0717 0.1904 4.6547
N 5.2619 -1.2823 4.2242
H 2.9148 -2.8437 6.1439
H 4.4979 -2.1904 6.6631
H 4.4278 -3.3872 5.4349
H 3.2433 -1.7743 3.8872
H 3.5167 0.6814 4.3763
H 3.9037 0.2608 6.0320
H 1.2218 1.2625 4.4766
H 0.0672 -0.0032 5.0289
H 1.1081 -0.2980 3.6722
H 5.5100 -1.9590 3.5146
H 5.9484 -1.3194 4.9646